No. 1
{
  "formula": "C5H9N3",
  "method": "ωB97M-V/def2-TZVPD",
  "relative_energy_kcal_mol": 154.2,
  "charge": 0,
  "orbital_gap_ev": 8.8,
  "homo_energy_ev": -8.39,
  "symbols": ["H", "C", "C", "H", "H", "H", "H", "N", "C", "H", "H", "C", "H", "C", "N", "H", "N"],
  "coordinates": [[2.463318, -1.778659, 0.169927], [-0.329249, -0.129994, -0.077785], [-1.208128, 0.478784, 1.163031], [2.999341, 0.798139, 0.264156], [-1.852537, 0.091521, -1.534972], [-0.887782, -1.379191, -1.710547], [-0.280535, 2.492717, -0.635441], [2.014281, 0.181159, -0.245977], [1.722837, -1.117376, 0.228383], [-1.695932, -0.401997, 1.368575], [-0.186479, -2.494183, 0.180925], [0.739620, 0.847204, -0.419901], [-0.847320, 1.240916, 2.119574], [0.396889, -1.493524, 0.207357], [-1.439324, -0.644305, -1.004341], [-2.252080, 1.030131, 0.224155], [0.643073, 2.278656, -0.297122]],
  "atomic_forces_ev_per_a": [[3.2216, -2.5424, 0.3831], [-2.6866, -2.0653, 0.5719], [-0.7090, 3.6481, -3.0895], [-4.4355, -2.3681, -2.2313], [-0.1486, 0.6429, -0.6808], [-2.1420, 2.7308, 2.0141], [-0.8166, 0.1726, 0.3131], [1.1603, 2.7859, 2.3055], [-4.0999, 0.2651, -1.1736], [-1.4673, -1.6473, 1.6603], [1.5303, 1.9634, 0.3479], [2.0741, 6.5762, 2.0076], [-0.8394, -2.4674, -3.3759], [1.2392, 2.1561, 0.4097], [3.6421, -2.2433, -1.2577], [2.9258, -0.8256, 3.4650], [1.5516, -6.7816, -1.6695]],
  "mulliken_charge": [0.4898, 1.2876, -0.9928, 0.3658, 0.2769, 0.3254, 0.2566, -0.2984, -0.5854, 0.3892, 0.4198, -0.2532, 0.2552, -0.6661, -0.7678, 0.1836, -0.6863]
}

No. 2
{
  "formula": "C4H6N2S2",
  "method": "ωB97M-V/def2-TZVPD",
  "relative_energy_kcal_mol": 73.2,
  "smiles": "C=NN(C)C(=S)C=S",
  "charge": 0,
  "orbital_gap_ev": 8.3,
  "homo_energy_ev": -8.49,
  "symbols": ["S", "C", "H", "S", "H", "H", "C", "N", "H", "C", "C", "H", "N", "H"],
  "coordinates": [[2.065135, -1.446176, -0.377422], [0.191151, 0.560302, 0.214232], [-2.909405, 1.221581, 0.248293], [1.042448, 1.973556, 0.127047], [-3.532149, -0.989339, 0.028141], [-1.611888, 2.177937, -0.445047], [-2.550219, -1.543094, 0.261003], [-1.367008, -1.090167, 0.149326], [-2.618742, -2.610251, 0.377372], [-2.108068, 1.167639, -0.500127], [1.074441, -0.550030, 0.572277], [-2.603801, 1.003948, -1.499664], [-1.088419, 0.182402, -0.107021], [1.098820, -0.696497, 1.716439]],
  "atomic_forces_ev_per_a": [[-0.9947, 0.8802, 0.6437], [0.3336, -0.1407, -1.4866], [0.1547, -0.2694, -0.0393], [-1.2060, -0.1707, 0.1095], [1.6144, -0.5611, 0.4940], [-0.4074, -1.1173, -0.4175], [-1.1817, 0.9704, -1.3885], [-0.4697, -1.4533, 0.8032], [-0.0629, -0.1967, 0.3454], [-0.0032, 1.1819, 0.1508], [1.2841, -1.6161, 1.8478], [0.9516, -0.1307, 0.9221], [-0.0305, 2.5262, -0.3076], [0.0176, 0.0975, -1.6769]],
  "mulliken_charge": [-0.1783, 0.4499, 0.3816, -0.2840, 0.2162, 0.2227, -0.3211, -0.5800, 0.2755, -0.9158, -0.3282, 0.3101, 0.4938, 0.2576]
}

Short version: LUMO energy = 0.4, -0.2 eV, in the order given.